Record 1
12
Properties=species:S:1:pos:R:3:forces:R:3 method="wB97M-V/def2-TZVPD" homo_energy_ha=-0.1581 orbital_gap_ha=0.314 charge=-1 e_above_lowest_kj_mol=209.9
C -1.21520 -0.93500 -0.14590 0.66 0.33 0.13
C 0.21671 1.03020 -0.99221 0.00 -0.31 0.17
C 0.17648 -0.20576 -0.11105 -0.37 0.32 0.38
O -1.71891 -0.88493 1.00403 -0.77 -0.27 0.26
O -1.66291 -1.40049 -1.18100 -0.18 -0.35 -0.92
F 1.24834 -1.03050 -0.48685 -0.10 -0.16 -0.26
P 0.19876 0.14850 1.71846 0.53 0.60 0.02
H 1.19111 1.51676 -0.92473 0.02 0.03 0.03
H -0.55641 1.72335 -0.66469 -0.05 0.07 -0.06
H 0.02558 0.73996 -2.02527 -0.04 -0.02 -0.05
H 1.60550 0.45695 1.72201 0.27 0.15 0.01
H 0.49096 -1.15903 2.08719 0.01 -0.38 0.28

---

Record 2
12
Properties=species:S:1:pos:R:3:forces:R:3 method="wB97M-V/def2-TZVPD" homo_energy_ha="-0.3800 / -0.3799" orbital_gap_ha="0.309 / 0.309" charge=0 e_above_lowest_kj_mol=667.9
C 1.13314 -0.17838 0.21220 -0.03 -2.93 1.50
C -1.23728 0.20596 -1.03940 2.26 0.63 1.67
C -0.11868 -0.69346 -0.45477 -0.54 -2.81 -2.25
O 2.16083 1.28308 2.22185 -0.88 -0.55 -0.03
O 0.17081 2.12967 1.00698 -0.25 -0.40 0.45
F -0.71473 -1.65478 0.41178 -0.10 0.51 0.23
S 0.99961 1.02358 1.41197 1.57 0.10 -1.63
H 1.82204 -1.97796 0.85579 -1.06 3.55 -0.92
H -1.54316 -0.13542 -2.01459 -0.32 0.05 0.03
H -1.94704 0.21180 -0.24584 -1.26 0.00 0.09
H -0.80222 1.20400 -1.00854 -0.36 0.24 -0.73
H 0.07669 -1.41808 -1.35743 0.97 1.61 1.59

---

Record 3
11
Properties=species:S:1:pos:R:3:forces:R:3 method="wB97M-V/def2-TZVPD" homo_energy_ha=-0.3438 orbital_gap_ha=0.359 charge=0 e_above_lowest_kj_mol=301.7
O 0.58845 1.30798 -0.94384 -0.38 -4.41 -3.54
C 0.63342 0.54413 0.27061 0.22 2.82 -2.49
C 0.82817 -0.95555 0.26221 -3.37 3.15 -2.44
F 0.88682 -1.55765 -0.96700 0.20 0.36 -0.12
C -0.56721 -0.20270 0.54230 0.10 -3.03 3.28
S -1.99221 -0.45471 -0.45477 -0.36 4.11 -0.40
H 0.36676 0.53736 -1.75206 0.89 3.44 3.31
H 0.94614 1.35539 0.92617 0.50 -1.08 0.90
H 1.37132 -1.45972 0.93253 1.65 -1.75 2.72
H -0.81777 -0.26228 1.63114 0.27 0.08 -0.94
H -2.24389 1.14776 -0.44731 0.30 -3.69 -0.27

---

Record 4
11
Properties=species:S:1:pos:R:3:forces:R:3 method="wB97M-V/def2-TZVPD" homo_energy_ha=-0.3338 orbital_gap_ha=0.336 charge=0 e_above_lowest_kj_mol=132.0
O 2.09473 1.29266 -0.09318 0.10 -1.38 0.04
C 1.38431 0.15530 -0.01463 -1.40 -1.47 -0.07
S 1.98604 -1.37713 -0.04782 0.34 1.23 0.01
C -0.14346 0.25919 0.18020 -0.77 3.21 -0.96
C -1.06360 -0.88448 -0.01526 -2.97 -1.34 -0.09
F -2.41014 -0.13100 -0.13320 1.89 -1.47 0.17
H 1.52174 2.03219 -0.27436 -0.55 0.55 0.03
H -0.76295 0.88321 -0.68400 2.37 -0.22 2.11
H -0.33440 0.74571 1.21696 0.20 -0.62 -1.79
H -1.27160 -1.53416 0.90246 0.58 0.62 -1.62
H -1.00065 -1.44149 -1.03716 0.20 0.89 2.18

---

Record 5
12
Properties=species:S:1:pos:R:3:forces:R:3 method="wB97M-V/def2-TZVPD" homo_energy_ha=-0.3237 orbital_gap_ha=0.317 charge=0 e_above_lowest_kj_mol=0.0
O -1.55976 0.72605 0.07378 -0.09 -0.51 0.16
C -0.88204 -0.48907 0.44600 0.35 1.08 -0.67
C 0.37050 -0.65827 -0.45383 -0.77 0.50 0.33
F 0.72485 -1.98131 -0.31778 -0.04 0.16 -0.50
C 1.56000 0.22682 -0.12895 -0.61 0.28 0.11
S 3.02589 -0.28932 0.25045 0.59 -0.57 0.13
S 1.31213 1.93940 -0.13947 -0.47 0.40 -0.27
H -2.41810 0.73775 0.51780 0.22 0.04 -0.12
H -1.50262 -1.33379 0.23144 -0.38 -0.64 -0.12
H -0.64170 -0.47270 1.49403 0.34 -0.04 0.51
H 0.00972 -0.38800 -1.47353 0.47 -0.60 0.31
H 0.00114 1.98244 -0.49994 0.40 -0.08 0.14

---

Record 6
10
Properties=species:S:1:pos:R:3:forces:R:3 method="wB97M-V/def2-TZVPD" homo_energy_ha=-0.2906 orbital_gap_ha=0.319 charge=0 e_above_lowest_kj_mol=355.8
C 0.88617 -1.21855 -1.42345 -0.49 0.88 -0.15
S -0.05399 0.27908 -0.89892 0.16 1.83 -0.98
C -0.22516 0.37666 0.83159 -2.57 -2.16 4.17
C -0.91239 1.38794 1.51314 4.84 -6.03 -4.98
F -0.95120 2.41570 0.80456 -1.31 5.77 -2.26
H 2.16168 -0.94991 -1.61708 -3.90 -1.44 1.45
H 0.20634 -1.82926 -0.52431 3.25 0.17 -3.03
H 0.46844 -1.30192 -2.55791 0.77 -0.39 3.02
H -0.30746 -0.61428 1.43976 0.63 1.47 -1.24
H -1.27243 1.45453 2.43262 -1.38 -0.10 4.01

---

Record 7
11
Properties=species:S:1:pos:R:3:forces:R:3 method="wB97M-V/def2-TZVPD" homo_energy_ha=-0.3286 orbital_gap_ha=0.300 charge=0 e_above_lowest_kj_mol=305.3
F -1.64497 -0.51144 -0.62903 0.76 -1.13 2.40
C -0.57793 -0.83263 0.38470 2.13 -3.12 -4.27
C 0.59669 0.01793 -0.00761 -1.27 -2.49 -0.78
S 0.89334 -0.38015 -1.75240 -2.68 -0.48 -0.55
C 0.28127 1.31063 0.36469 -0.79 7.73 2.13
S 1.52809 2.23478 1.04540 -2.30 -0.89 -0.96
H -0.99338 -0.75194 1.31496 -1.18 0.46 2.19
H 0.00832 -1.87359 0.19421 -2.74 1.54 0.37
H 1.44868 -0.28362 0.54382 0.91 -0.49 0.46
H -0.62566 -0.76754 -1.80227 3.42 0.84 -0.72
H -0.91446 1.83757 0.34354 3.75 -1.96 -0.29

---

Record 8
13
Properties=species:S:1:pos:R:3:forces:R:3 method="wB97M-V/def2-TZVPD" spin_multiplicity=2 homo_energy_ha="-0.5354 / -0.5342" orbital_gap_ha="0.280 / 0.173" charge=+1 e_above_lowest_kj_mol=212.7
C -1.11602 1.59537 -1.07697 0.04 -0.10 -0.20
C -1.43898 0.72338 0.10881 0.27 3.78 3.63
O -0.99167 -0.54345 0.04870 1.96 -5.02 -1.23
Ga 0.57574 -1.36946 -0.12572 -3.84 2.06 0.18
H -1.70283 2.52096 -1.02283 0.29 -0.21 -0.15
H -0.04299 1.83279 -1.08666 -0.20 0.13 0.07
H -1.32856 1.06696 -2.01728 -0.24 0.18 0.22
H -2.51696 0.69319 0.40045 0.60 -0.16 -0.75
H -0.92500 1.13811 1.12124 -1.16 -0.13 -2.25
O 1.88398 -0.72632 1.01412 2.81 -1.13 0.44
C 2.42804 -1.93383 0.92946 -3.39 1.67 -0.43
O 1.61474 -2.79699 0.36374 1.52 -0.71 -0.12
O 3.56050 -2.20072 1.34293 1.34 -0.36 0.60

---

Record 9
9
Properties=species:S:1:pos:R:3:forces:R:3 method="wB97M-V/def2-TZVPD" homo_energy_ha=-0.3212 orbital_gap_ha=0.282 charge=0 e_above_lowest_kj_mol=467.4
C 0.52880 0.07110 -0.19575 0.45 1.53 -0.28
C -1.89540 0.25311 0.37134 3.09 -0.68 -0.03
C 1.59205 -0.55644 -0.81363 -2.60 2.13 3.51
I 3.50184 0.10234 -0.00246 -0.55 -0.29 -0.67
H -1.59740 0.50131 1.42292 -0.56 -0.16 -1.28
H 0.72128 1.04004 0.33122 -0.17 -0.97 -0.63
H -2.42641 0.97292 -0.26352 0.60 -0.27 0.31
H -1.96222 -0.79906 0.13027 -0.54 0.11 0.21
H 1.53746 -1.58533 -0.98040 0.28 -1.40 -1.15

---

Record 10
12
Properties=species:S:1:pos:R:3:forces:R:3 method="wB97M-V/def2-TZVPD" homo_energy_ha=-0.4610 orbital_gap_ha=0.317 charge=+1 e_above_lowest_kj_mol=34.1
C 1.79899 -1.05020 0.10285 0.54 1.19 -0.11
C 1.02851 0.01632 -0.00746 -3.69 -0.36 -0.19
C -0.76343 -0.19371 -0.43529 4.77 -0.54 -2.24
N -1.55360 0.90043 0.11661 0.54 -0.76 -1.16
I 3.82010 -0.86296 0.47494 0.18 -0.15 0.05
I 1.55442 2.01201 0.22367 -0.10 -0.19 -0.08
I -1.55008 -2.04825 0.24343 0.16 0.45 -0.29
H 1.51637 -2.05899 -0.06535 -0.61 -0.61 -0.02
H -0.63305 -0.11155 -1.56439 -0.85 -0.25 1.53
H -1.46045 0.69586 1.04588 -0.21 0.00 3.76
H -1.25114 1.82766 -0.02306 1.25 1.64 -0.61
H -2.50664 0.87338 -0.11181 -1.98 -0.41 -0.65

---

Record 11
11
Properties=species:S:1:pos:R:3:forces:R:3 method="wB97M-V/def2-TZVPD" homo_energy_ha="-0.2795 / -0.2795" orbital_gap_ha="0.262 / 0.262" charge=0 e_above_lowest_kj_mol=376.6
C 0.70469 0.88424 0.23370 3.68 -0.04 -0.34
C -1.25200 -0.48763 -0.56257 2.36 1.40 -1.84
C -0.60544 0.40737 0.48414 -4.03 3.27 -0.04
O 1.60049 1.60328 0.10624 -2.60 -0.89 0.25
O 1.92207 -1.20724 0.17811 -2.22 1.23 0.20
I 3.57562 -0.41333 -0.20765 1.53 -0.05 -0.29
H -2.17927 -0.91772 -0.30006 -1.10 0.10 0.46
H -1.26405 0.12916 -1.52680 -0.37 -1.33 1.13
H -0.52252 -1.28361 -0.62883 0.06 -0.44 -0.66
H -0.62446 -0.04084 1.40077 0.71 -1.77 2.50
H -1.35513 1.32633 0.82296 1.98 -1.50 -1.38

---

Record 12
12
Properties=species:S:1:pos:R:3:forces:R:3 method="wB97M-V/def2-TZVPD" spin_multiplicity=2 homo_energy_ha="-0.4806 / -0.4813" orbital_gap_ha="0.318 / 0.235" charge=+1 e_above_lowest_kj_mol=301.4
H 0.54204 -1.51904 -0.57643 -0.43 0.35 -0.04
C -0.49128 -1.22872 -0.31577 -1.22 -0.50 0.55
C -1.04584 0.01171 -0.93412 4.36 -0.08 -2.11
O -0.02719 1.07639 -0.86669 -2.39 -0.58 -0.95
C 0.75076 1.13907 0.15570 1.86 1.49 0.85
O 1.58779 2.14991 -0.05867 -1.05 -0.91 -0.10
In 0.87897 -0.61648 2.29776 4.81 1.02 3.85
O -0.57407 -0.90409 1.11908 -8.01 0.90 -4.09
H -1.19332 -2.05711 -0.49753 0.47 0.11 -0.02
H -1.38817 -0.16856 0.96163 2.50 -2.47 1.60
H -1.16841 -0.15418 -2.01346 -1.15 0.68 0.36
H 2.12871 2.27109 0.72851 0.25 0.00 0.10

---

What did the seventh record say?
11
Properties=species:S:1:pos:R:3:forces:R:3 method="wB97M-V/def2-TZVPD" homo_energy_ha=-0.3286 orbital_gap_ha=0.300 charge=0 e_above_lowest_kj_mol=305.3
F -1.64497 -0.51144 -0.62903 0.76 -1.13 2.40
C -0.57793 -0.83263 0.38470 2.13 -3.12 -4.27
C 0.59669 0.01793 -0.00761 -1.27 -2.49 -0.78
S 0.89334 -0.38015 -1.75240 -2.68 -0.48 -0.55
C 0.28127 1.31063 0.36469 -0.79 7.73 2.13
S 1.52809 2.23478 1.04540 -2.30 -0.89 -0.96
H -0.99338 -0.75194 1.31496 -1.18 0.46 2.19
H 0.00832 -1.87359 0.19421 -2.74 1.54 0.37
H 1.44868 -0.28362 0.54382 0.91 -0.49 0.46
H -0.62566 -0.76754 -1.80227 3.42 0.84 -0.72
H -0.91446 1.83757 0.34354 3.75 -1.96 -0.29